(1)
ORCA calculation (ωB97M-V/def2-TZVPD) on C23H23CaClF3NO2S2Sb as an isolated structure.

Geometry as XYZ:
```
57
Properties=species:S:1:pos:R:3:forces:R:3:mulliken_charge:R:1
C -2.228408 -1.915613 2.000846 -0.008 0.016 -0.019 -0.74
C -0.692740 -0.304475 1.088546 0.049 -0.034 -0.087 0.82
S 0.546787 2.793176 -2.266394 -0.052 -0.006 0.058 -0.20
H -4.605092 2.168205 -3.277915 -0.009 0.002 0.001 0.41
H 1.568481 1.748669 2.196340 0.011 0.008 -0.008 0.21
H -2.751167 -0.508604 0.476991 -0.022 0.020 -0.010 0.35
H 2.244482 3.676474 3.556869 0.004 0.010 0.005 0.43
H 3.443528 -5.916748 -1.551477 0.010 0.002 0.008 0.41
C 1.152833 2.722812 1.983424 -0.017 0.062 -0.001 -0.40
F 3.840914 1.412697 -0.709672 -0.008 -0.015 0.040 -0.27
H 1.013978 -6.420717 -1.506317 -0.001 -0.001 -0.006 0.37
C -0.273417 4.166671 0.674431 0.034 0.025 0.042 -0.57
O 2.181182 1.770819 -3.914167 -0.105 0.155 0.026 -0.60
Cl -0.374610 -0.541472 -2.045587 0.144 -0.114 -0.163 -0.58
C 2.118593 -3.430767 -0.272431 0.003 0.069 -0.016 0.20
H -3.218952 -2.349704 2.031348 -0.002 -0.004 0.005 0.44
C 0.115064 5.252046 1.446848 -0.017 -0.008 -0.029 -0.80
C 0.045588 -1.844161 2.776602 0.011 0.019 -0.021 -0.84
C 3.218611 0.234564 -0.832091 -0.050 -0.043 -0.204 -0.76
F 3.725714 -0.537390 0.150527 0.026 -0.050 0.007 -0.25
H 1.326612 5.920398 3.082559 0.003 0.002 0.003 0.39
C 0.246509 2.904954 0.946344 -0.053 -0.066 -0.033 1.03
H -5.083218 3.214638 0.848039 -0.007 0.000 0.001 0.41
C -4.986056 2.734282 -1.243193 0.014 -0.001 0.005 -0.49
C -2.398463 1.899250 -0.734075 0.063 -0.015 0.005 0.48
H 1.935587 -5.424793 0.544248 0.002 0.003 0.009 0.32
Ca 2.278901 -0.520514 -3.066871 -0.071 -0.244 0.241 1.65
H -0.993193 4.312972 -0.124543 0.011 0.011 -0.008 0.32
H -2.780127 2.483571 1.310462 -0.001 -0.003 0.003 0.46
H 0.396637 -4.606894 0.298634 -0.002 0.011 -0.002 0.32
H 0.829599 -2.221431 3.420743 -0.002 -0.001 0.008 0.44
H -0.291626 6.232522 1.238333 0.005 0.006 0.006 0.42
C -4.474894 2.820910 0.044935 0.003 -0.004 -0.004 -0.81
C -1.964058 -0.868851 1.127480 0.039 -0.030 0.038 -0.49
Sb -0.434192 1.307922 -0.260385 0.040 0.161 0.098 2.15
H -1.433204 -3.213550 3.509629 -0.004 -0.005 0.007 0.42
C -3.176758 2.405351 0.303962 -0.031 -0.010 -0.027 -0.24
H -5.997602 3.061033 -1.443787 -0.004 0.003 0.000 0.40
C -1.225458 -2.400834 2.826356 0.014 -0.001 -0.002 -0.58
H 1.319686 -0.389361 1.863116 -0.023 -0.025 -0.005 0.35
H 0.636894 -4.827213 -2.161544 0.001 0.007 -0.002 0.25
H -2.301180 1.412228 -2.827842 -0.004 0.003 0.000 0.34
H 2.668750 -3.114637 0.611197 0.008 0.011 -0.011 0.49
H 2.864430 -5.366620 -3.138973 0.011 -0.013 0.007 0.42
S 3.287126 -3.567308 -1.669146 0.052 -0.144 0.120 0.32
C 1.536924 3.813819 2.750207 0.015 -0.016 0.011 -0.73
C -2.906526 1.811565 -2.023607 -0.023 0.008 0.027 -0.62
F 1.839386 0.585388 -0.167175 -0.026 0.088 -0.029 0.44
C 2.749271 -5.246899 -2.062896 -0.046 0.057 -0.043 -0.73
C 0.320233 -0.797781 1.905854 -0.032 -0.022 0.038 -0.45
C -4.205005 2.232788 -2.274937 0.002 -0.001 -0.012 -0.68
O 2.689964 -2.700286 -2.778585 -0.045 0.187 -0.042 -0.75
C 1.386332 -4.764165 -0.129031 -0.022 -0.011 -0.032 -0.71
C 1.330858 -5.378878 -1.524705 0.012 -0.013 0.017 -0.55
N 1.466727 1.628911 -2.913587 0.109 -0.041 -0.054 0.28
H 1.448406 -2.622872 -0.576222 -0.002 0.007 0.031 -0.39
C 1.021331 5.073893 2.482282 -0.006 -0.009 0.002 -0.52
```
Forces are in eV/Å.

Results
Highest occupied orbital energy: -11.89 eV
ΔE to the lowest compared entry with this formula, charge and spin: 19.96 kJ/mol
Charge: +1
Lowest unoccupied orbital energy: -3.69 eV

=====

(2)
ORCA calculation (ωB97M-V/def2-TZVPD) on C23H23Cl9N5O4V as an isolated structure in a non-equilibrium geometry.

Geometry as XYZ:
```
65
Properties=species:S:1:pos:R:3:forces:R:3:mulliken_spin:R:1
C -0.484431 -5.281779 -1.388452 0.084 0.378 0.359 0.00
C -4.515588 1.633581 0.222861 0.687 0.564 0.143 0.00
H -5.330792 1.034037 -0.152356 0.104 -0.214 0.075 0.00
Cl 5.194711 -1.600504 -2.129018 0.873 0.128 -0.199 0.00
O 0.473274 -1.829497 -1.397199 -0.811 0.174 0.560 0.01
H 2.761561 2.875833 3.659827 -0.188 0.174 0.248 0.00
Cl 1.088639 -5.911835 -0.902883 -0.063 -0.187 0.156 0.00
C 0.035173 0.519744 2.495049 -0.675 -0.248 -0.267 0.01
C 4.436455 0.251743 0.988154 -1.121 -0.762 -0.468 0.00
C 5.503903 -0.489768 1.458195 0.075 1.085 -0.221 0.00
H -2.191302 1.968344 -6.244940 0.000 0.356 0.002 0.00
H 6.447881 0.038547 1.497510 0.205 -0.393 0.230 0.00
C -4.729285 2.658345 1.124549 -0.240 0.289 0.158 0.00
C -2.436557 3.213361 1.022343 1.000 -0.332 -0.026 0.00
N -2.157654 2.156631 0.217465 -0.405 0.470 -0.025 -0.01
H -1.589560 3.815103 1.329498 0.064 0.020 -0.087 0.00
C 3.516150 -1.919774 -2.447247 -0.486 0.061 0.986 0.00
Cl -2.781096 -3.248916 2.870658 -0.050 0.052 0.218 0.00
C -3.197574 1.418754 -0.195329 -0.897 -0.400 0.402 0.01
Cl -0.301228 -4.529257 -2.980013 -0.491 -0.306 -0.036 0.00
N 3.196758 -0.264805 0.859300 0.504 -0.215 0.233 0.00
H 3.882034 -3.432840 1.818384 -0.010 0.023 0.210 0.00
C 1.243727 1.446692 4.317327 1.018 -0.135 -0.042 0.00
C -1.037255 0.692574 -3.360270 -0.039 -0.568 -0.058 0.03
C 0.337079 0.508094 3.833188 0.936 0.362 0.448 0.00
H -3.041802 0.530782 -0.794158 0.547 0.212 -0.242 0.00
C -3.427591 -1.944994 1.897326 -0.089 -0.398 -0.517 0.00
H -0.763167 -4.506432 -0.683921 0.236 0.047 -0.134 0.00
N 0.513917 1.442821 1.627940 -0.560 -0.350 -0.109 -0.03
O -0.444976 -2.549708 0.408702 -0.934 1.108 0.062 0.00
C 5.313355 -1.804435 1.816246 0.309 -0.373 0.689 0.00
H 0.030046 -0.291351 4.491804 -0.511 0.069 -0.151 0.00
H -3.907536 4.361747 2.104313 0.357 -0.057 0.220 0.00
H 2.085446 -2.013105 0.998432 -0.173 0.204 0.095 0.00
C 1.905299 2.264976 3.417341 -0.628 -0.164 -0.447 0.00
C -1.436472 0.753769 -4.687408 0.816 0.433 0.134 0.00
H -1.183333 -0.076841 -5.330475 -0.337 -0.130 0.025 0.00
N -0.259934 -1.658290 -0.415827 2.961 -1.015 -1.535 0.00
H 1.874514 2.967762 1.406444 0.100 -0.140 -0.095 0.00
V -0.083847 1.559466 -0.563039 1.268 -3.598 -0.012 1.27
H 6.118554 -2.349738 2.292937 0.083 -0.151 -0.309 0.00
H -1.900900 3.666753 -2.351881 0.228 -0.151 0.285 0.00
C 4.066024 -2.380944 1.656451 0.066 0.502 -0.346 0.00
H 4.542575 1.256566 0.599502 0.179 0.140 0.244 0.00
C 3.053423 -1.556796 1.183245 -0.162 -0.117 -0.295 0.00
C -3.679645 3.490066 1.508969 -0.800 -0.192 -0.376 0.00
C -1.920553 1.947767 -5.197668 -0.335 -0.626 0.089 0.00
Cl -5.019429 -2.400535 1.215796 0.364 0.368 0.308 0.00
H 3.070178 -1.859713 -1.458880 -0.387 -0.121 -0.273 0.00
C 1.454047 2.253096 2.106441 0.425 0.717 -0.347 0.00
H -0.648826 -0.247969 2.157441 0.070 0.242 -0.537 0.00
N -1.156207 1.723824 -2.506168 0.259 -0.173 -0.345 -0.01
O -0.734311 -0.474567 -0.254657 -1.222 1.774 0.769 -0.01
H -0.635518 -0.245904 -2.993133 0.240 0.182 0.268 -0.01
H 1.584150 1.464597 5.344664 -0.289 -0.169 0.107 0.00
Cl 3.246383 -3.513558 -3.096855 0.006 -0.223 -0.197 0.00
C -2.125174 3.007179 -4.320335 0.149 -0.802 -0.686 0.00
C -1.721023 2.829156 -3.018365 -0.307 1.144 0.679 0.00
H -5.696052 2.860211 1.567888 -0.162 -0.152 -0.266 0.00
Cl 2.780227 -0.666554 -3.427921 -0.041 0.212 -0.376 0.00
H -2.586877 3.910800 -4.688319 0.093 0.185 0.341 0.00
Cl -3.470365 -0.407241 2.782456 -0.117 -0.252 -0.017 0.00
H -2.753726 -1.841502 1.053937 0.003 0.210 0.072 0.00
Cl -1.768666 -6.489781 -1.249405 0.210 0.010 -0.400 0.00
O 1.362771 1.266210 -1.116462 -1.988 1.220 0.628 -0.26
```
Forces are in eV/Å.

Results
Highest occupied orbital energy (spin up / spin down): -11.76 / -11.76 eV
ΔE to the lowest compared entry with this formula, charge and spin: 0.00 kJ/mol
Charge: +1
Spin multiplicity: 2
Lowest unoccupied orbital energy (spin up / spin down): -4.52 / -4.15 eV
<S²>: 0.79

=====

(3)
ORCA calculation (ωB97M-V/def2-TZVPD) on C23H23F6N3OSbW as an isolated structure.

Geometry as XYZ:
```
58
Properties=species:S:1:pos:R:3:forces:R:3:mulliken_spin:R:1
C 0.589715 -3.317852 0.054491 -0.012 0.035 -0.033 -0.01
H -2.196630 -2.157023 3.583233 0.012 -0.004 -0.016 0.00
H -0.936341 -3.544838 1.562183 -0.027 -0.060 -0.016 0.00
C -1.729626 -2.628710 -0.226089 0.003 0.092 -0.002 0.00
C 3.147885 -0.467441 -0.660960 0.148 -0.023 0.010 0.00
F 3.134293 1.157189 2.092312 -0.041 -0.063 0.030 0.00
F 4.984877 0.347830 3.728990 -0.013 0.016 0.046 0.00
F 1.266374 0.797265 3.687515 -0.042 0.003 -0.128 0.00
H 0.164034 -1.666802 -2.897699 -0.026 -0.063 -0.045 0.00
C -0.236787 2.253752 -2.901920 0.070 -0.122 0.103 0.00
C 3.938359 0.973320 -2.438677 -0.037 -0.017 0.020 0.00
C -3.680922 -0.159174 2.560088 0.109 -0.028 -0.022 0.00
C 1.614687 0.842423 -1.883941 0.094 0.033 -0.099 0.00
C -3.900467 0.989974 0.489901 0.149 -0.044 -0.041 0.00
C -2.606918 0.639067 0.189780 -0.204 0.004 0.061 -0.01
H 0.663730 0.886497 2.137546 -0.063 0.055 -0.036 0.00
H 2.392778 2.081082 -3.440454 -0.007 0.006 0.001 0.00
Sb 3.165086 0.539859 3.881540 0.050 0.043 -0.049 0.00
C -2.394012 2.158200 -1.829304 0.035 -0.157 0.026 0.00
C -2.368071 -0.527316 2.223474 -0.133 -0.019 0.090 -0.01
C 3.547661 -1.503573 0.340972 0.028 -0.036 0.038 0.01
N -0.631857 0.734176 -1.124456 -0.052 -0.036 -0.023 -0.05
H -0.618228 -1.624511 2.952087 -0.025 -0.007 0.029 -0.01
N -1.850919 -0.165081 1.022406 0.046 0.076 -0.095 0.00
H -1.932315 3.428352 -3.498294 -0.001 0.000 -0.002 0.00
C 0.221218 1.290677 -2.017209 -0.068 0.161 -0.187 0.01
C -1.560845 2.670729 -2.818171 -0.007 -0.041 0.050 0.00
H 4.744443 1.377158 -3.039375 0.000 0.001 -0.002 0.00
F 3.152387 1.556693 5.391253 -0.020 0.047 -0.004 0.00
C -1.904742 1.180365 -0.979016 -0.002 0.250 -0.070 0.00
C 4.185537 0.072644 -1.433122 -0.050 -0.025 0.053 0.00
H 5.196354 -0.253003 -1.221002 -0.005 -0.005 0.009 0.00
H -1.489664 -0.664924 4.132996 0.015 -0.008 -0.013 0.00
C -4.463772 0.566105 1.696904 0.039 -0.017 0.005 0.00
C -0.719000 -3.197793 0.559142 0.042 -0.025 0.055 0.02
H -2.178210 -1.567830 -2.058660 -0.019 -0.055 -0.037 0.00
H 1.217695 1.562260 0.858381 -0.084 -0.015 0.011 0.00
C -1.413410 -2.071597 -1.479382 -0.008 0.074 -0.024 -0.01
F 0.960563 -1.264843 1.705614 -0.232 0.106 -0.320 0.08
H -4.476720 1.604691 -0.186565 0.008 0.007 -0.001 0.00
C -1.606140 -1.300662 3.249561 0.002 -0.025 0.054 0.01
H 1.366059 -3.755129 0.671747 -0.009 -0.025 0.007 0.00
C -0.096413 -2.130637 -1.953136 0.034 0.076 -0.107 0.03
C 0.900789 -2.788301 -1.199082 0.026 0.063 0.028 -0.01
H 1.914696 -2.840063 -1.574407 -0.004 -0.035 -0.039 0.01
N 1.860814 -0.080207 -0.878270 -0.103 0.058 -0.135 0.01
F 2.832721 -1.270214 3.955268 -0.016 -0.022 -0.040 0.00
H -3.399196 2.540462 -1.725290 -0.003 -0.015 0.007 0.00
H -4.062797 -0.470556 3.524649 0.013 0.000 0.001 0.00
H -2.740258 -2.559043 0.157370 -0.018 -0.033 -0.020 0.00
W 0.036900 -0.795340 0.101200 0.117 -0.031 0.707 0.93
O 0.447367 1.046919 1.167083 0.279 -0.103 0.126 -0.01
H 2.781138 -1.791493 1.048072 0.083 0.014 -0.040 0.00
H -5.483332 0.828509 1.952397 0.000 -0.001 0.002 0.00
H 3.920523 -2.388234 -0.185875 -0.014 -0.005 0.001 0.00
H 4.406571 -1.130667 0.902947 -0.017 0.000 0.002 0.00
H 0.417503 2.701579 -3.635654 0.018 -0.006 0.011 0.00
C 2.615634 1.362982 -2.664990 -0.057 -0.050 0.063 0.00
```
Forces are in eV/Å.

Results
Highest occupied orbital energy (spin up / spin down): -21.16 / -21.16 eV
ΔE to the lowest compared entry with this formula, charge and spin: 0.00 kJ/mol
Charge: +4
Spin multiplicity: 2
Lowest unoccupied orbital energy (spin up / spin down): -14.58 / -15.26 eV
<S²>: 0.76

=====

(4)
ORCA calculation (ωB97M-V/def2-TZVPD) on C23H23IrN8O2S5 as an isolated structure in a non-equilibrium geometry.

Geometry as XYZ:
```
62
Properties=species:S:1:pos:R:3:forces:R:3:mulliken_spin:R:1
C -1.201580 -0.115713 2.708800 -0.327 0.002 0.702 0.00
H 2.138681 6.463983 3.854844 -0.009 0.103 0.020 0.00
H -4.357949 -0.060199 -0.365338 0.192 0.028 -0.038 0.00
O 1.024732 2.633545 1.019394 -3.106 -0.470 -1.597 -0.02
N -3.153682 0.392367 -2.651788 0.363 0.710 0.378 0.00
C -1.262619 -1.614011 1.036921 -0.639 -1.192 0.759 0.00
C 5.059215 -2.352684 0.241433 0.075 0.193 -0.070 0.00
H -1.303062 1.199530 4.271819 0.049 -0.009 -0.037 0.00
H -0.641491 1.835484 2.800895 0.011 -0.015 0.019 0.00
S 4.648772 -0.784442 1.081061 -0.400 -0.132 -0.334 0.05
C -3.728251 -0.836856 -3.049750 -0.516 -0.986 -0.399 0.00
H -1.743702 -4.034494 -0.563970 -0.106 -0.194 0.122 0.00
C -4.796708 -1.474499 -2.418903 0.206 0.362 -0.037 0.00
C -3.153822 -1.429536 -4.181256 -0.218 0.187 0.264 0.00
N 0.218205 -0.731470 -3.395192 0.205 0.304 -0.217 0.00
S -1.669558 2.119002 -1.367887 1.366 -0.162 1.405 -0.01
N -3.541627 0.536243 -0.340433 -0.058 -0.084 -0.378 0.00
H 0.650059 0.156109 -3.184258 -0.039 -0.067 -0.115 0.00
C -3.567768 -2.675951 -4.610088 -0.288 0.069 0.111 0.00
C -2.912251 0.914762 -1.449745 -0.477 -0.822 -0.439 0.00
Ir 0.128927 0.896000 -0.118003 0.337 -1.593 1.378 -0.03
C 3.787942 -3.144693 0.053092 -0.238 -0.006 0.018 0.00
C -5.224010 -2.712604 -2.873729 0.063 -0.144 -0.098 0.00
H -2.655302 0.854746 -3.409279 0.045 -0.092 0.312 0.00
C 3.898323 5.284118 4.200843 -0.737 0.516 -0.151 0.03
S -1.877349 -1.513603 3.521808 0.320 0.777 -0.477 0.00
C 4.612507 4.129361 3.837799 -0.008 -0.780 -0.548 0.20
C 2.211754 2.496474 1.464402 1.957 -1.935 -0.011 -0.04
H -2.128157 -3.395289 1.988977 -0.066 -0.250 -0.040 0.00
H 4.304738 5.948387 4.947476 0.019 0.110 0.046 0.00
C -1.294012 -3.154272 -0.976405 0.180 0.839 0.581 0.00
H -4.897487 -4.319833 -4.256364 -0.125 -0.033 -0.084 0.00
N -1.017837 1.054070 3.316487 0.122 0.237 0.097 0.00
H 0.435917 -1.145872 -4.289127 0.023 0.013 0.105 0.00
N -0.437337 -1.029144 -1.168493 0.367 2.166 1.072 0.00
C -4.589042 -3.336066 -3.939025 0.089 0.116 0.070 0.00
S -0.818756 -3.116844 -2.624197 0.462 0.881 0.344 0.00
C -1.797228 -2.378411 2.040164 0.567 0.637 -1.014 0.00
O 1.009318 5.035705 2.087164 0.077 0.041 0.036 0.15
H 5.567285 3.919410 4.293404 0.092 -0.008 0.039 0.00
N 2.359817 0.443003 0.510918 -2.971 -0.107 -1.078 0.01
H -6.082203 -3.183969 -2.418339 -0.001 -0.015 0.126 0.00
H 4.621738 2.350711 2.638989 -0.009 -0.013 0.044 0.00
S 2.504268 -1.994664 -0.566689 0.260 0.054 0.211 0.05
N 2.928066 1.399897 1.214861 0.714 1.343 1.159 0.27
H -3.366326 1.043347 0.513502 0.055 0.006 -0.119 0.00
H 5.533752 -2.106343 -0.711172 -0.043 -0.043 0.092 0.00
C -1.021719 -1.972385 -0.345541 -0.372 -1.266 -0.404 0.01
C -0.270244 -1.468501 -2.393903 -0.187 -0.640 -0.478 0.00
H 5.772534 -2.892419 0.862593 -0.002 0.045 0.045 0.00
C 2.840254 3.486157 2.326932 -0.055 -0.519 -0.374 0.17
H -2.383257 -0.905657 -4.725392 0.169 0.117 -0.070 0.00
C 2.146739 4.703209 2.643695 -0.015 0.263 0.235 0.19
C 4.085717 3.246742 2.911589 0.251 0.178 0.191 -0.07
H -3.112694 -3.124743 -5.477211 0.085 -0.056 -0.136 0.00
C 3.084025 -0.643475 0.343422 0.664 -0.475 0.312 0.04
H 3.916071 -3.939060 -0.681537 -0.049 0.058 -0.040 0.00
H 3.409905 -3.577652 0.981854 0.116 0.072 -0.058 0.00
H 0.708874 4.371017 1.426993 0.194 -0.052 0.211 -0.01
C 2.698442 5.574995 3.607985 0.041 0.195 0.176 0.01
N -0.941319 -0.332678 1.437982 1.442 1.522 -1.900 0.00
H -5.358230 -0.990343 -1.635083 -0.112 0.012 0.062 0.00
```
Forces are in eV/Å.

Results
Highest occupied orbital energy (spin up / spin down): -15.93 / -15.90 eV
ΔE to the lowest compared entry with this formula, charge and spin: 0.00 kJ/mol
Charge: +3
Spin multiplicity: 2
Lowest unoccupied orbital energy (spin up / spin down): -10.67 / -11.08 eV
<S²>: 0.83